Here is 11 unconnected molecules or ions with the total composition C30H85N3O11 at a distorted geometry from the Open Molecules 2025 dataset. Energies are from the ωB97M-V functional and the def2-TZVPD basis.

Element x y z (Å)
H: 6.3334 -3.4559 1.5220
H: -1.7400 4.9985 4.6591
O: -0.3031 4.5053 3.4868
H: -1.1290 -2.1785 2.5706
H: 2.3617 -6.7051 -2.3270
H: 6.2713 -1.6849 1.3374
H: 2.9118 4.7774 -2.8073
C: -2.2049 5.6810 2.6240
H: 0.2217 1.6813 -4.2709
C: -4.1693 -2.6423 -1.9622
C: 1.4115 4.6056 -1.6763
H: -1.5679 -1.6221 -2.0903
H: 3.7627 0.9921 1.3122
H: 1.8069 3.8890 -0.9564
C: -4.4556 1.1886 0.2607
H: 1.6925 1.9011 -5.2454
H: 4.5668 3.1849 0.4011
H: 2.5236 -6.3827 0.1801
H: -4.0714 -2.9051 2.4547
C: -3.0212 -3.1425 -2.7598
O: -5.7572 3.0115 0.9614
C: -2.8402 -1.1985 3.1394
C: 1.8448 -5.8743 -1.8467
H: 4.0673 0.8729 -1.3564
C: 4.7796 1.6850 -1.5019
H: 7.3197 2.7138 0.6621
H: 6.5980 3.7239 -0.4798
C: 0.5971 -5.5414 -2.7218
O: 4.8414 2.3638 0.8159
C: 0.9293 2.4136 -4.6597
H: 5.2985 1.3616 -2.4042
H: 0.9570 -7.0091 -0.3062
H: -4.6832 1.3659 -0.7905
N: 0.8419 -2.4949 -1.1041
H: -0.6120 2.2217 -0.2630
H: 0.0230 3.8315 4.0878
C: 0.6041 3.9191 -2.7928
N: 2.5105 5.4301 -2.1492
C: 4.8982 -2.6951 -0.0174
H: -0.0195 -4.7632 -2.2719
H: 0.0535 4.6585 -3.3744
H: -0.0353 6.3350 -1.4212
H: 1.6124 -3.1025 -1.3435
H: -5.8806 3.0882 0.0124
H: -3.7971 -1.8406 4.9417
H: 1.2246 6.1816 -0.1612
H: -0.0953 5.1050 -0.1473
H: -0.3892 -0.6084 0.1847
H: 2.1957 -1.2209 -0.2193
H: -4.2832 0.1134 0.3084
O: 4.1664 -3.9285 0.0800
C: 5.6882 -2.6052 1.3029
C: -6.8628 1.0830 0.9308
H: -2.2667 2.8935 2.4859
C: 0.3056 -0.1136 -0.4939
H: -2.4368 -1.3478 -3.5977
H: -0.0955 -6.3729 -2.8522
C: 1.4040 -1.1284 -0.9627
C: 5.6835 1.7980 -0.2227
H: 1.2633 -5.3208 0.2116
H: 4.3055 -1.8036 -0.2220
O: 1.5510 3.2035 -3.6257
C: -3.6831 -1.9561 2.0849
H: 2.9402 -1.3102 -2.4009
H: -5.3183 1.5341 2.2108
C: -0.0648 1.8532 0.6047
H: -6.8385 0.0089 1.1148
O: -4.6469 -0.0325 4.2956
O: 0.8850 0.9323 0.2028
H: -6.2472 -0.9659 5.2284
C: -1.9371 -2.1059 -2.9947
H: -1.6236 6.5947 2.7480
H: 4.9430 -2.5844 2.0982
H: -3.5183 1.7117 0.4499
C: 0.5624 5.6373 -0.8345
C: -1.6248 4.6473 3.6337
H: -2.8391 -0.3861 5.1563
H: -3.1300 -2.0473 1.1501
H: -3.3424 3.2598 3.7450
H: -4.7208 -1.9308 -2.5769
H: 3.6283 -4.0194 -0.7098
H: -1.0375 -2.5506 -3.4202
H: 6.2394 -3.9948 -1.1566
H: -0.2116 0.1686 -1.4110
H: 5.3947 -2.9065 -2.1315
H: 1.3653 -1.0769 -3.2119
H: 0.7437 -5.1980 -3.7459
O: -3.4637 -3.6338 -4.0559
O: 2.6427 -4.6906 -1.9118
H: -1.2716 -1.7920 4.1454
C: 5.8683 -2.9699 -1.1518
H: -2.5174 -3.9553 -2.2368
H: -0.8549 1.3296 1.1430
C: -5.5367 1.6685 1.1514
H: 0.0099 -2.8084 0.3393
H: -7.5876 1.4771 1.6432
O: -0.3294 -2.9394 1.2247
H: -3.7462 -4.5473 -3.9709
H: 6.7437 -2.3204 -1.1472
H: -6.0608 0.8366 5.4602
H: 1.9414 5.9673 -2.7878
C: -5.5673 -0.1341 5.4128
H: -1.7895 2.5546 4.1740
H: 0.1921 2.9163 -5.2858
H: 2.3130 0.5915 1.1397
H: 7.6110 2.4021 -1.1043
C: 6.8882 2.6828 -0.3383
C: 1.6254 -6.1525 -0.3929
C: -2.2781 3.2674 3.5097
C: 1.9774 -0.8015 -2.3531
H: -1.9179 5.2275 1.6752
N: -1.7678 -2.1739 3.3529
H: -3.8420 -2.2453 -1.0014
H: -3.2853 5.7541 2.7478
C: -3.5355 -0.8868 4.4837
H: -0.1257 3.2087 -2.4045
H: -7.3172 1.2554 -0.0449
H: -4.5897 -1.3772 1.9083
H: 0.1594 -2.6138 -1.8390
H: 2.1052 0.2735 -2.4809
H: 4.1441 2.5498 -1.6927
H: -4.8599 -3.4699 -1.8001
H: -5.1300 -0.3137 6.3950
H: 3.0824 -4.6895 -2.7652
H: 5.9439 0.7876 0.0929
H: -2.4633 -0.2595 2.7341
H: 0.4015 -3.3258 1.7071
O: 3.1358 0.3040 1.5354
H: 0.4227 2.6734 1.1318

Forces on atoms 1 to 3 (eV/Å):
H 0.0 -0.1 -0.5
H -0.9 0.2 0.3
O 3.7 0.0 -1.4

Properties
total charge	+1
total energy	-59469.0877	eV
2S+1	2

---

Here is a molecular structure, C39H55Cl2GaN6O2PS at a distorted geometry from the Open Molecules 2025 dataset. Energies are from the ωB97M-V functional and the def2-TZVPD basis.

Element x y z (Å)
H: -2.5072 -0.1015 -2.0510
C: 4.7803 2.0238 2.2584
H: 7.2694 3.1772 4.2042
H: -2.1405 -4.2093 2.6860
H: -0.8409 4.6799 -0.5577
C: 0.0784 -1.7746 -3.8422
N: -5.3305 4.4308 -4.1573
H: -2.8797 0.4060 0.6213
H: -2.8016 -0.3471 -3.7759
H: -0.9551 1.8274 -2.6698
C: -1.4398 -3.6892 2.0302
C: -1.1633 1.6041 -4.7901
C: 6.7632 2.5964 3.4465
H: -1.4512 -1.4638 -5.3578
C: -5.9514 3.9778 -3.0708
C: 3.6528 -1.9823 -0.7569
C: 7.4649 1.6566 2.7138
C: -0.6107 2.5690 -0.3241
O: 2.1008 -0.2068 -0.2804
H: 0.5086 -2.3625 4.5702
C: -3.6790 5.4222 -2.7279
H: -1.8547 -2.5146 -3.1628
H: -1.2392 -0.5795 4.3828
H: 0.8198 -1.9117 1.9477
H: -0.3736 0.4127 2.3124
H: -2.2703 -1.2271 -0.0953
C: -0.3780 -1.6428 -5.3016
H: -0.5067 -2.8876 -2.0619
C: -0.9637 -1.1634 3.5015
H: 1.1128 -2.1369 -3.8080
N: 4.7637 0.3888 0.4936
H: -1.2517 -4.3639 1.1889
C: 5.4715 1.1112 1.4491
C: -2.1445 -2.4148 1.5544
C: -4.3227 4.9115 -1.6105
H: -0.1768 -2.5851 -5.8117
H: 6.5841 1.6726 -0.9560
C: -2.4511 1.3607 0.3636
C: -0.4068 -2.5049 3.9894
H: -2.7873 6.0273 -2.6326
H: 0.9814 -3.3197 1.0514
Cl: 7.7091 -0.3603 0.9701
H: 0.4342 2.5726 -0.5970
Cl: 3.0587 2.2378 2.0000
C: 1.8516 0.5423 -3.3440
H: 7.2136 1.1609 -3.2862
P: 0.1959 -0.1661 -2.9694
C: 6.4747 0.5525 -2.7825
C: -5.4944 4.1885 -1.7767
H: -6.0496 3.8148 -0.9269
H: -1.9213 2.3882 -4.8274
C: -3.2262 2.4955 0.4147
H: -4.2578 2.4320 0.7327
H: -1.4267 0.8606 -5.5378
H: 1.3972 2.6765 -3.2925
H: -0.2144 2.0569 -5.0668
S: -3.6495 5.2061 0.0230
C: 5.8609 -0.4965 -3.4529
H: 3.7662 0.3891 0.6151
H: 0.1611 -4.4514 3.2368
C: 4.9279 -1.2752 -2.7881
H: -2.9999 -1.7532 3.3886
C: 4.5839 -1.0179 -1.4636
H: 1.7700 1.9755 -1.7040
H: 4.0421 -2.2215 0.2433
O: 1.2279 -2.1499 -0.5987
H: 1.8573 -3.1343 2.4448
C: 2.2773 -1.4458 -0.5507
H: 8.5125 1.4750 2.9084
N: -1.5497 -1.8315 0.2950
H: 2.2804 -0.5388 -5.2005
H: -3.1651 -2.7076 1.2985
H: -6.8656 3.4210 -3.2409
C: 6.1367 0.8313 -1.4685
H: -3.2716 1.1650 -3.0125
C: 5.1847 0.0599 -0.8052
C: -0.8002 -2.7904 -3.1054
H: -2.6114 -0.4418 2.3091
Ga: 0.1175 -0.3113 -0.5225
C: -1.1469 1.0153 -3.3760
H: -1.1386 -2.9447 4.6688
H: 0.1366 -0.8581 -5.8492
H: 3.0533 2.2532 -2.8581
H: -1.4448 -2.5748 -0.3939
N: -1.1612 1.3787 -0.0164
H: 6.1148 -0.7134 -4.4815
H: -3.7569 5.5403 -4.8711
H: 4.4823 -2.1237 -3.2977
N: 0.0538 -0.4230 2.7014
C: -1.3238 3.7475 -0.2988
C: -2.5044 0.3893 -3.0298
C: -0.1711 -3.4885 2.8527
C: 2.0121 1.9442 -2.7658
H: 3.5817 -2.9202 -1.3065
C: 2.2432 0.4824 -4.8244
H: 2.5344 -0.1178 -2.7994
C: 5.4050 2.7728 3.2333
N: 0.9555 -2.9471 2.0037
H: -0.6914 -3.7705 -3.5689
H: 1.5795 1.0621 -5.4621
C: -4.2271 5.1525 -3.9747
H: 3.2449 0.9012 -4.9252
H: 0.7929 -0.0863 3.3157
C: -2.6711 3.7237 0.0517
C: 6.8255 0.9108 1.7338
H: 4.8378 3.4869 3.8134
C: -2.2413 -1.3926 2.6910

Forces on atoms 1 to 3 (eV/Å):
H 0.0 0.0 0.0
C 0.4 0.1 -0.2
H 0.0 0.0 0.0

Properties
total charge	+3
total energy	-151895.9447	eV

---

Here is a molecular structure, C26H35F5NPtSSi4 from the Open Molecules 2025 dataset. Energies are from the ωB97M-V functional and the def2-TZVPD basis.

Element x y z (Å)
C: 2.9753 2.7639 -2.1559
H: -3.8855 -2.5689 0.0172
H: 4.9692 2.2983 -2.7796
C: 0.4404 4.4011 -1.9536
F: 2.3617 -2.0418 6.4568
H: -2.7940 1.7547 -1.9266
C: 2.0778 1.2102 4.0063
F: 4.2070 1.9228 4.7473
H: -1.5673 -3.7269 2.8992
C: 1.1939 -2.8241 1.5789
C: 1.9304 2.4650 -1.2734
C: 3.2047 1.0323 4.7876
H: -2.8939 1.1362 1.6388
H: -0.7936 -2.4994 -4.4535
C: -0.7897 -4.2532 -0.2215
H: -1.2286 0.8404 -3.6436
C: -1.1101 -2.3472 -3.4141
H: -3.7919 -2.2547 -1.7175
H: -2.6350 5.0958 -0.7327
H: -0.9311 5.9972 -2.3390
C: -1.6924 4.5925 -0.8970
C: 1.0029 0.3168 4.0121
H: -1.0574 -3.3111 -2.8996
C: -3.4920 0.9171 -1.8409
N: -0.2529 2.7618 -0.3860
H: -5.1370 -1.5922 -0.7718
C: 3.3039 -0.0595 5.6253
H: 1.8976 -3.1680 0.8129
H: -1.8697 -1.9832 2.8462
C: -0.7459 5.0835 -1.7878
H: 1.2519 -3.5073 2.4330
H: 2.4368 -0.9057 -2.3415
C: -3.6447 0.4724 1.1964
C: -0.1867 0.5141 -3.5840
H: 1.1920 4.7773 -2.6337
F: 4.3857 -0.2326 6.3965
H: 1.5224 -1.8347 1.9138
Si: -0.0366 -1.0504 -2.5459
C: -1.3987 3.4251 -0.2250
H: 0.3932 1.3304 -3.1429
C: 2.2715 -0.9684 5.6551
H: -1.7371 -4.1957 -0.7686
Si: -0.7468 -0.7242 -0.3404
H: 1.8800 -2.5577 -2.0583
Pt: 0.4265 0.9934 0.8107
H: 1.9806 -1.9307 -3.7156
H: -3.4675 0.3734 -2.7911
H: -2.8165 -3.0760 1.8190
H: -2.1612 -2.0372 -3.4258
F: 0.1985 -1.7122 4.9241
H: 3.3806 -0.1195 0.3726
C: 0.6841 3.2307 -1.2285
H: -0.8009 -5.1671 0.3842
H: -4.5755 1.0358 1.0734
C: 4.3103 1.0386 -1.1547
C: -1.8218 -2.8899 2.2395
S: -0.4586 0.5005 3.0631
F: 2.0535 2.2943 3.2275
C: 4.1622 2.0608 -2.0969
H: -2.1068 2.9809 0.4659
H: 0.0158 -4.3465 -0.9582
H: 0.1793 0.3505 -4.6034
C: -4.0623 -1.8114 -0.7535
H: 5.2481 0.4993 -1.0855
Si: -3.0319 -0.2562 -0.4311
H: 2.8643 3.5430 -2.9030
C: 2.0447 1.4077 -0.3555
C: 1.7322 -1.6683 -2.6814
H: -3.8218 -0.3275 1.9224
H: -4.5008 1.3261 -1.7141
Si: -0.5494 -2.7219 0.8673
C: 1.1564 -0.7796 4.8592
C: 3.2583 0.7070 -0.3197

Forces on atoms 1 to 3 (eV/Å):
C 0.0 0.0 0.0
H 0.0 0.1 -0.1
H 0.0 0.0 0.0

Properties
total charge	-1
total energy	-88204.0500	eV
2S+1	3

---

Here is 2 unconnected molecules or ions with the total composition C12H14O2 at a distorted geometry from the Open Molecules 2025 dataset. Energies are from the ωB97M-V functional and the def2-TZVPD basis.

Element x y z (Å)
H: -3.9724 2.3133 0.1875
H: 1.4130 -2.4079 1.4229
C: -2.8422 0.9138 1.4194
O: 1.6231 0.2692 -0.7318
C: 3.7113 1.0751 0.1937
H: -1.7783 -0.7838 2.2411
C: -1.5605 -0.5439 0.1597
C: 1.3709 -0.8870 -0.0741
H: 4.2823 1.4332 -0.6008
H: 4.0078 0.0379 0.4882
H: -0.2608 -0.4228 -2.4138
H: -3.3066 1.3049 2.2491
C: -1.8834 -0.1007 1.3936
H: -1.6626 -1.5481 -2.5722
H: -3.1543 1.6005 -1.9495
C: 2.1915 1.2724 0.0475
H: 4.1734 1.7018 1.0646
C: -0.6851 -1.5220 -0.5406
H: 1.9258 2.1708 -0.4852
C: -3.2885 1.4926 0.1925
C: 1.8387 -1.5777 0.9349
C: -1.1161 -0.9050 -1.9461
H: 1.6445 1.2445 0.9677
H: 2.7989 -1.2069 1.3569
C: -1.9670 0.0485 -1.0401
H: 0.0394 -3.1953 -0.6973
O: -0.6574 -2.8427 -0.1845
C: -2.8853 1.0653 -1.0835

Forces on atoms 1 to 3 (eV/Å):
H -0.5 0.4 0.5
H -0.8 -0.8 0.0
C 0.4 0.3 -3.5

Properties
total energy	-16760.8181	eV

---

Here is a molecular structure, C3H3MgO2Tl at a distorted geometry from the Open Molecules 2025 dataset. Energies are from the ωB97M-V functional and the def2-TZVPD basis.

Element x y z (Å)
H: 0.0149 0.1149 2.6971
C: 0.1496 0.4996 0.6459
O: 1.0204 0.5787 -0.2588
O: -1.9530 0.2983 -2.7071
H: 1.3810 -0.7978 1.8470
C: 0.3498 -0.4166 1.7935
C: -2.1032 -0.2318 -3.6991
Tl: 3.0345 -0.2041 -1.0994
H: -0.3618 -1.2537 1.7017
Mg: -1.5320 1.4127 -0.9208

Forces on atoms 1 to 3 (eV/Å):
H 0.4 -0.3 0.0
C -0.4 -0.2 -2.7
O -1.5 0.6 1.2

Properties
total charge	+2
total energy	-17374.2576	eV

---

Here is a molecular structure, C32H26N5PPd at a distorted geometry from the Open Molecules 2025 dataset. Energies are from the ωB97M-V functional and the def2-TZVPD basis.

Element x y z (Å)
H: -0.9689 -2.8196 -2.6692
H: 4.7835 2.0163 3.0737
Pd: -0.2067 -0.5492 0.7289
C: 4.2820 1.2924 -2.4064
H: -3.5648 4.4636 0.1169
H: -0.3951 -1.1232 6.5440
C: 1.8751 0.2453 2.6848
C: -0.9703 -2.5602 -4.7981
C: -1.3636 -1.5707 4.6848
C: -1.2905 -1.4371 3.2974
H: 5.1620 1.7549 -2.8380
H: -3.0862 3.5977 2.4180
C: -2.9004 3.6217 0.2612
C: 3.8773 0.0058 -2.8466
H: 3.8322 2.9228 -1.1177
H: -3.7189 -2.6653 3.7497
H: 3.4027 -0.3331 0.1846
C: 0.7755 -0.3314 3.4799
C: 3.9456 1.3662 1.2210
C: -2.2996 -1.9019 2.3323
C: -2.8701 -2.0846 0.0868
C: -2.3035 3.0149 -0.8241
H: -1.5962 1.6369 2.6529
N: -0.2339 -0.8285 2.7531
C: -4.0654 -2.7163 0.3949
H: -2.1962 -2.0733 5.1559
C: -0.6938 -1.7174 -5.8615
H: 3.0567 0.8855 4.4068
P: -0.0147 -0.2053 -1.5877
C: 2.9808 0.8714 3.3270
C: -2.6453 3.1397 1.5443
C: -3.4856 -2.5130 2.7058
C: 2.8848 0.5789 0.5410
N: 1.7895 0.1473 1.3693
C: -0.7669 -2.1399 -3.4879
H: -5.3071 -3.4091 2.0062
C: -1.4583 1.9254 -0.6078
C: -0.2437 -0.4169 -5.6333
N: -1.2354 1.4527 0.6220
C: -4.3786 -2.9286 1.7264
H: -2.4860 3.3703 -1.8305
C: 2.5971 -0.4877 -2.5341
H: 2.2357 -1.3702 -3.0500
H: 4.7436 1.7756 0.6139
N: -2.0100 -1.6919 1.0254
H: -2.6016 -1.8878 -0.9417
H: 1.5339 -0.0187 5.4792
C: -0.0381 0.0159 -4.3359
C: 1.7718 0.2063 -1.6875
H: -1.0396 1.6568 -2.5821
H: 1.6315 2.0262 -0.5117
H: -0.8177 -2.0642 -6.8789
C: 0.7391 -0.4165 4.8647
H: -0.0401 0.2486 -6.4612
H: 4.5242 -0.5630 -3.5076
H: -1.3746 -3.5473 -4.9795
C: -0.3118 -0.8433 -3.2627
H: -4.7311 -3.0298 -0.3971
C: 3.5533 1.9342 -1.4678
C: 3.9815 1.4816 2.5777
C: 2.3673 1.2814 -0.8249
N: -0.8158 1.2908 -1.6660
H: 0.3627 1.0126 -4.1738
C: -0.3482 -1.0446 5.4654
C: -1.8154 2.0499 1.6757

Forces on atoms 1 to 3 (eV/Å):
H 0.0 0.0 0.0
H 0.0 0.0 0.0
Pd 0.0 -1.1 1.1

Properties
total charge	+4
total energy	-53783.5456	eV